Record 1
A structure of composition C32H64BrCrN4O9SSbSi5 in a non-equilibrium geometry, computed with ωB97M-V with the def2-TZVPD basis set.

Structure (XYZ):
```
118
C32H64BrCrN4O9SSbSi5 (ωB97M-V with the def2-TZVPD basis set)
Sb -14.177 -4.947 14.446
Br -16.518 -2.840 16.590
Cr -16.533 -3.312 14.177
S -21.035 3.104 12.419
Si -18.121 -3.588 8.903
Si -14.285 -6.541 12.394
Si -13.638 -6.175 16.583
Si -16.286 -0.733 9.034
Si -12.117 -3.569 14.016
O -20.470 3.966 11.432
O -21.732 -3.355 12.166
O -20.826 3.513 13.804
O -22.273 -1.141 12.233
O -15.184 -2.051 13.574
O -20.344 -5.455 12.518
O -17.439 -6.800 15.350
O -17.672 -5.088 14.004
O -15.691 -2.874 12.428
N -19.688 -0.582 13.301
N -16.570 -2.398 5.838
N -21.478 -2.145 12.440
N -18.064 -2.073 13.654
C -20.646 -5.773 13.816
C -14.456 -0.489 9.389
C -23.177 1.684 11.419
C -11.925 -2.905 12.233
C -16.543 -2.564 8.445
C -18.124 -6.084 14.662
C -22.820 2.960 12.167
C -17.617 -4.541 10.381
C -22.006 -5.672 14.260
C -17.315 -0.392 10.618
C -18.399 -0.795 13.713
C -22.267 -5.951 15.624
C -20.421 0.675 13.475
C -17.476 0.262 14.154
C -19.672 -2.550 9.047
C -12.461 -2.036 15.027
C -12.512 -5.268 17.714
C -15.980 -7.373 12.346
C -18.434 -4.878 7.580
C -16.456 -2.477 6.992
C -19.684 -6.235 14.694
C -10.456 -4.330 14.537
C -12.830 -7.750 12.350
C -21.321 -6.537 16.492
C -20.061 -6.711 15.956
C -15.363 -6.298 17.344
C -16.745 0.491 7.714
C -20.205 -1.870 12.962
C -20.308 1.486 12.191
C -14.048 -5.437 10.903
C -12.971 -7.876 16.337
C -19.186 -2.737 13.199
H -11.921 -7.966 15.953
H -14.133 -1.112 10.199
H -11.611 -1.423 15.140
H -10.179 -5.138 13.791
H -12.798 -8.448 11.508
H -19.183 -3.833 12.979
H -12.874 -8.422 17.224
H -14.253 0.575 9.699
H -19.948 1.168 14.317
H -17.369 -3.899 11.243
H -13.100 -4.702 18.396
H -12.862 -2.742 11.721
H -19.271 -7.145 16.541
H -16.695 -6.562 12.188
H -16.423 0.331 6.695
H -18.092 0.258 10.240
H -12.974 -5.249 10.850
H -15.737 -5.290 17.576
H -10.507 -4.766 15.520
H -13.565 -8.549 15.717
H -12.835 -8.377 13.286
H -17.610 -1.303 11.185
H -14.400 -5.996 10.043
H -11.211 -3.282 11.495
H -16.205 -6.836 16.805
H -16.190 -7.911 13.310
H -11.832 -4.553 17.244
H -11.909 -6.055 18.211
H -18.769 -4.524 6.636
H -20.767 0.972 11.341
H -11.518 -1.872 12.456
H -15.719 -3.161 8.817
H -13.314 -1.473 14.776
H -21.404 0.357 13.767
H -20.783 -4.592 12.309
H -16.256 1.355 8.143
H -16.043 -8.136 11.593
H -17.779 0.777 7.779
H -22.877 1.652 10.399
H -23.067 3.869 11.689
H -18.372 -5.138 10.759
H -11.878 -7.212 12.237
H -24.229 1.423 11.499
H -23.206 -5.803 16.141
H -16.522 -0.165 14.311
H -22.771 -5.183 13.680
H -17.773 0.772 15.105
H -14.508 -4.445 10.934
H -12.494 -2.575 15.955
H -13.816 -0.862 8.502
H -20.447 -3.018 9.755
H -21.507 -6.832 17.493
H -16.775 -5.180 9.989
H -20.076 -2.506 8.074
H -19.360 -5.519 7.877
H -16.650 0.100 11.277
H -17.394 1.109 13.421
H -19.253 1.710 11.949
H -23.267 2.926 13.162
H -17.566 -5.618 7.483
H -22.856 0.787 11.993
H -15.169 -6.739 18.372
H -19.431 -1.580 9.527
H -9.565 -3.664 14.487
```

Computed properties:
HOMO energy (alpha / beta) (eV): -1.54 / -3.09
E_LUMO (alpha / beta) (eV): 3.78 / 3.78
Net charge: -2
Frontier orbital gap (alpha / beta) (eV): 5.3221 / 6.8655
⟨S²⟩: 6.0876
2S+1: 5
Maximum force (eV/Å): 2.8

***

Record 2
A cluster of 16 separate species, C32H64Cl32 in total in a non-equilibrium geometry, computed with ωB97M-V with the def2-TZVPD basis set.

Structure (XYZ):
```
128
C32H64Cl32 (ωB97M-V with the def2-TZVPD basis set)
Cl -5.898 -1.478 2.235
Cl -4.614 2.941 0.885
Cl -2.808 0.479 -2.608
Cl 4.880 2.584 -1.849
Cl 0.061 3.148 -2.204
Cl 1.521 -0.554 1.748
Cl -1.145 -6.267 -3.959
Cl -2.911 -5.327 -0.492
Cl 5.861 -0.949 0.992
Cl -2.314 -6.984 3.173
Cl -3.168 -3.852 4.220
Cl -1.581 2.657 -5.192
Cl 2.214 5.691 -1.010
Cl -1.113 2.291 4.725
Cl -5.069 0.882 -6.319
Cl 9.004 -2.153 0.851
Cl 1.701 -0.805 5.672
Cl -3.981 -8.377 -0.419
Cl -2.451 6.905 -0.788
Cl 2.426 3.714 3.054
Cl -7.255 -5.514 2.029
Cl -1.490 0.452 1.264
Cl -4.248 -2.173 -1.123
Cl 3.812 -5.780 2.923
Cl 3.975 3.558 -5.083
Cl -2.597 -2.728 -6.289
Cl 5.199 7.400 -2.028
Cl -6.035 4.049 4.277
Cl 1.581 -4.147 1.385
Cl 1.276 -2.943 -2.564
Cl 5.004 1.815 4.347
Cl -1.580 5.238 2.060
C 8.376 -1.043 2.043
C 7.360 -0.104 1.416
C 0.711 -4.203 -3.672
C 1.019 0.736 5.174
C -0.558 -0.464 0.078
C -4.232 -7.227 -1.673
C -1.206 -5.810 3.977
C -4.460 -5.803 -1.146
C 4.136 7.579 -0.594
C 0.543 2.056 -3.518
C -0.942 5.021 0.429
C -3.053 -1.023 -6.194
C 4.977 4.336 -3.849
C 5.890 3.303 -3.205
C -0.466 0.653 4.866
C 5.215 2.938 2.987
C -4.564 -0.802 -6.081
C -4.387 3.698 3.542
C 3.362 -3.890 1.147
C -5.836 -3.273 2.296
C -1.575 -4.350 3.551
C -4.362 2.468 2.624
C 4.146 -4.122 2.434
C -4.497 0.472 -1.991
C -0.807 6.323 -0.380
C -4.608 -0.415 -0.742
C -0.544 -4.805 -3.064
C 3.917 3.190 2.154
C 0.226 2.662 -4.856
C -7.248 -3.811 1.808
C 0.902 0.018 0.210
C 3.614 6.250 -0.087
H -5.052 -7.591 -2.293
H 7.069 0.638 2.159
H 3.958 -3.412 3.239
H -1.641 4.413 -0.146
H -5.174 -1.334 -6.811
H 0.508 -3.703 -4.619
H -0.320 -5.037 -2.023
H -3.918 -0.122 0.049
H 3.660 2.348 1.511
H 7.942 -1.513 2.926
H 1.627 1.243 4.425
H -0.894 -0.088 -0.889
H -2.656 -0.618 -5.263
H -4.741 1.512 -1.771
H -0.803 -3.658 3.886
H -0.194 -5.875 3.576
H -0.594 0.105 3.932
H 4.346 5.468 -0.290
H -0.902 0.098 5.697
H 9.248 -0.469 2.354
H 5.558 4.994 -4.496
H -2.709 -0.573 -7.126
H 0.676 3.654 -4.882
H -8.043 -3.428 2.448
H -5.021 1.642 2.891
H -0.022 4.511 0.716
H 1.513 -4.912 -3.880
H -1.602 -4.172 2.476
H 1.620 1.890 -3.533
H -5.168 0.142 -2.783
H 4.166 3.978 1.444
H 0.093 1.078 -3.344
H -5.639 -3.737 3.263
H 3.718 -4.599 0.400
H 1.200 1.369 6.043
H -3.693 3.538 4.368
H -7.401 -3.567 0.756
H -3.359 -7.335 -2.316
H 3.534 -2.878 0.780
H 3.373 6.200 0.975
H 1.529 -0.346 -0.604
H -5.197 -5.781 -0.344
H -3.328 2.130 2.701
H -4.978 -3.600 1.710
H -4.113 4.608 3.010
H 6.030 2.484 2.423
H 0.839 1.106 0.220
H -0.740 -1.539 0.077
H -4.936 -1.011 -5.078
H 7.815 0.333 0.527
H -5.585 -0.385 -0.260
H -1.229 -5.939 5.059
H -1.364 -4.093 -3.157
H 4.733 8.181 0.090
H 6.730 3.783 -2.703
H 4.385 4.807 -3.065
H -4.759 -5.117 -1.939
H -0.424 6.135 -1.383
H 3.368 8.266 -0.948
H -0.232 7.093 0.134
H 5.684 3.840 3.380
H 0.661 2.091 -5.677
H 5.216 -4.109 2.223
H 6.325 2.530 -3.838
```

Computed properties:
HOMO energy (eV): -10.32
E_LUMO (eV): -0.11
Net charge: 0
Frontier orbital gap (eV): 10.2125
Energy relative to the best compared isomer or geometry (same formula, charge and spin) (kJ/mol): 139.8
Maximum force (eV/Å): 2.4

***

Record 3
A cluster of 8 separate species, C32H64O16 in total in a non-equilibrium geometry, computed with ωB97M-V with the def2-TZVPD basis set.

Structure (XYZ):
```
112
C32H64O16 (ωB97M-V with the def2-TZVPD basis set)
O -3.609 3.864 -2.847
O -2.073 -6.370 -2.879
O -4.155 3.107 -0.845
O 4.262 -1.183 0.426
O -6.479 1.342 2.908
O 1.068 5.206 4.647
O 2.364 4.532 2.938
O -0.229 1.113 1.405
O -1.360 -0.807 0.986
O -4.965 2.953 3.471
O 2.730 0.969 -1.976
O 0.914 -4.031 -0.006
O 6.256 -0.310 1.035
O -1.596 -4.493 -3.930
O 2.684 -5.363 0.393
O 1.113 -0.526 -2.476
C -3.449 3.780 -1.548
C -0.260 1.377 -3.303
C 8.303 -1.376 1.552
C 0.136 0.510 -2.125
C -4.672 3.148 -3.475
C 2.412 -0.135 -2.312
C -2.118 -5.758 -3.896
C -2.540 2.394 3.663
C 1.346 -5.095 0.323
C 3.643 -4.310 0.036
C -7.041 3.693 2.562
C -2.607 -0.153 1.026
C -3.390 -0.483 -0.182
C -2.006 -3.646 -1.561
C -4.420 1.640 -3.590
C 5.007 -4.940 -0.228
C 3.392 -1.238 -2.617
C 6.904 -1.539 1.050
C 4.928 -0.255 0.758
C 3.303 6.165 4.355
C 1.230 3.695 2.534
C 0.148 4.487 1.806
C 0.571 -6.301 0.751
C -2.745 -6.107 -5.257
C -6.159 2.527 2.971
C 1.041 -0.882 0.964
C -3.973 1.944 3.884
C 2.093 5.245 4.062
C -0.978 -3.990 -2.713
C -0.213 -0.054 1.156
C 4.364 1.153 0.928
C -2.310 4.585 -1.027
H -7.270 4.455 3.291
H -0.213 0.746 -4.204
H 4.396 -0.867 -2.837
H -1.895 1.576 3.958
H 0.543 4.881 0.860
H -3.530 1.319 -4.135
H 3.744 -3.577 0.801
H -4.344 0.035 -0.156
H 4.902 -5.679 -1.016
H 4.000 1.483 -0.068
H -3.643 -1.556 -0.169
H 2.995 -1.805 -3.468
H 4.220 5.591 4.133
H -5.621 3.294 -2.915
H -3.321 -5.255 -5.650
H 3.467 -1.841 -1.726
H 3.178 6.585 5.348
H 0.411 2.250 -3.398
H 5.098 1.868 1.352
H -4.673 3.666 -4.420
H 5.695 -4.179 -0.602
H -1.983 -6.457 -5.979
H 6.287 -2.231 1.638
H -4.203 1.821 4.953
H -3.042 -0.520 1.962
H 0.101 -6.696 -0.128
H -1.263 1.766 -3.235
H -2.319 3.269 4.286
H -7.982 3.251 2.297
H -0.208 -6.023 1.456
H 3.479 1.038 1.552
H 1.266 -7.023 1.149
H 3.215 -3.778 -0.836
H 1.896 -0.213 1.029
H 8.827 -0.595 1.011
H 8.297 -1.084 2.604
H -2.435 0.926 1.136
H -6.584 4.123 1.679
H 0.548 1.087 -1.313
H -5.309 1.389 -4.177
H 3.212 6.995 3.611
H -4.581 1.168 -2.616
H -1.608 3.955 -0.543
H -2.866 -0.131 -1.053
H -2.397 2.556 2.593
H -0.340 5.277 2.375
H -1.810 5.218 -1.739
H 1.061 -1.309 -0.030
H -0.452 -3.106 -3.074
H 8.810 -2.338 1.379
H -0.574 3.658 1.597
H -0.247 -4.703 -2.391
H -0.734 -0.068 -1.799
H -3.427 -6.956 -5.074
H -1.486 -3.188 -0.721
H -2.751 5.171 -0.219
H 0.797 3.201 3.430
H -2.510 -4.542 -1.191
H 1.155 -1.704 1.654
H -4.212 1.023 3.375
H 1.638 2.907 1.936
H 6.914 -1.879 0.009
H -2.692 -2.910 -2.005
H 5.506 -5.422 0.643
```

Computed properties:
HOMO energy (eV): -10.07
SMILES: CCOC(C)=O.CCOC(C)=O.CCOC(C)=O.CCOC(C)=O.CCOC(C)=O.CCOC(C)=O.CCOC(C)=O.CCOC(C)=O
E_LUMO (eV): 0.61
Net charge: 0
Frontier orbital gap (eV): 10.6793
Energy relative to the best compared isomer or geometry (same formula, charge and spin) (kJ/mol): 39.2
Maximum force (eV/Å): 3.0

***

Record 4
A cluster of 8 separate species, C32H64O16 in total in a non-equilibrium geometry, computed with ωB97M-V with the def2-TZVPD basis set.

Structure (XYZ):
```
112
C32H64O16 (ωB97M-V with the def2-TZVPD basis set)
O 0.075 5.495 3.051
O 0.915 0.945 0.880
O -3.364 -0.744 5.652
O -4.722 1.005 0.019
O 1.302 -2.886 -3.842
O 0.804 -5.729 2.857
O 3.492 -2.195 1.466
O -1.912 5.629 -5.333
O -0.317 -0.293 -0.680
O 5.814 -1.788 1.647
O -0.168 5.148 -6.805
O -2.333 -1.293 3.666
O -1.146 3.906 4.053
O -0.618 -3.853 -4.617
O -0.052 -4.217 4.353
O -4.391 -0.948 -0.925
C 0.168 -1.313 1.369
C 1.255 6.392 -8.239
C -5.073 -0.071 -0.633
C -0.227 0.701 -1.624
C -0.109 6.386 -7.472
C 7.649 -3.332 1.865
C 4.283 0.080 1.206
C 1.047 -3.314 -2.529
C 0.283 -3.052 -4.727
C -1.769 0.864 4.680
C -2.887 -2.990 2.069
C 0.994 3.382 2.973
C -0.107 -5.345 3.734
C 6.219 -3.112 1.740
C -6.612 0.034 -0.995
C -0.147 4.302 3.372
C 4.481 -1.395 1.510
C -0.508 7.639 2.280
C 2.580 -5.526 1.271
C -2.517 -0.408 4.793
C -1.032 0.214 -2.866
C -3.241 -2.282 3.425
C -1.069 4.883 -5.764
C 0.279 -0.035 0.421
C 2.324 -2.919 -1.696
C -1.401 -6.142 3.970
C 0.440 -2.300 -6.011
C -3.460 0.989 0.774
C -0.863 3.480 -5.201
C -3.077 2.376 1.403
C 1.921 -4.947 2.624
C -0.855 6.536 3.195
H -1.284 -6.840 4.827
H 1.705 -5.554 0.675
H -3.250 3.258 0.824
H -1.437 8.409 2.410
H -2.135 -0.132 -2.597
H -2.017 2.553 1.523
H -2.936 -2.144 1.299
H -0.304 -1.460 -6.088
H 4.985 0.482 0.459
H 1.204 7.175 -8.795
H 0.741 0.983 -1.966
H 1.951 3.889 3.383
H 1.432 -3.823 2.274
H 3.378 -4.838 0.953
H -0.403 -0.681 -3.210
H 5.652 -3.554 2.614
H 0.910 -1.443 2.137
H -1.071 0.909 -3.646
H -0.445 7.158 1.324
H 0.019 3.540 -4.661
H -1.596 -6.556 3.063
H -7.093 0.345 -0.019
H -1.616 3.179 -4.550
H 2.549 -1.845 -1.533
H -2.159 -5.420 4.034
H 2.726 -4.800 3.262
H -0.808 1.582 -1.107
H 0.863 3.300 1.822
H -1.959 -3.571 2.410
H 0.344 -2.057 0.833
H -1.813 6.237 2.854
H 0.088 -2.997 -2.042
H -3.627 -3.685 1.709
H 1.450 -1.851 -6.159
H -0.963 2.920 -5.927
H 7.924 -2.781 2.615
H -3.467 2.368 2.363
H -6.615 0.678 -2.001
H 3.193 -3.114 -2.431
H 1.292 5.603 -8.890
H 0.456 8.158 2.348
H 1.142 2.395 3.557
H 7.987 -4.393 2.062
H -0.013 7.277 -6.933
H 4.463 0.579 2.278
H 5.793 -3.791 1.114
H 8.294 -2.969 1.003
H -0.903 6.891 4.184
H 2.293 -3.599 -0.787
H -4.415 -1.882 3.650
H -2.205 1.587 5.328
H 0.932 -4.421 -2.534
H -1.474 1.011 3.638
H 0.559 -2.986 -6.866
H -0.865 0.369 5.072
H 1.959 6.423 -7.561
H 3.305 0.244 0.674
H -7.039 -0.952 -1.156
H -2.590 0.872 -0.016
H -3.488 0.336 1.497
H -0.869 -1.501 1.750
H 2.889 -6.495 1.231
H -3.052 -3.012 4.196
H -0.917 6.484 -8.135
```

Computed properties:
HOMO energy (eV): -9.86
SMILES: CCOC(C)=O.CCOC(C)=O.CCOC(C)=O.CCOC(C)=O.CCOC(C)=O.CCOC(C)=O.CCOC(C)=O.CCOC(C)=O
E_LUMO (eV): 0.34
Net charge: 0
Frontier orbital gap (eV): 10.1959
Energy relative to the best compared isomer or geometry (same formula, charge and spin) (kJ/mol): 1208.4
Maximum force (eV/Å): 9.4